w:
This record from the Open Molecules 2025 dataset describes the ion C5H13N with charge +1. The level of theory is ωB97M-V/def2-TZVPD.

The geometry in XYZ format:
```
19
C5H13N ωB97M-V/def2-TZVPD
C 1.109 1.940 -0.893
C -0.319 1.403 -1.080
N -0.408 -0.024 -0.733
C -1.345 -0.906 1.343
C -0.060 -0.536 0.566
C 0.836 -1.800 0.412
H 1.078 2.768 -0.161
H 1.745 1.251 -0.347
H 1.557 2.239 -1.829
H -0.652 1.388 -2.108
H -1.052 1.973 -0.498
H -1.043 -0.599 -1.285
H -1.265 -1.882 1.835
H -2.131 -1.189 0.630
H -1.681 -0.122 2.009
H 0.501 0.237 1.075
H 0.910 -2.288 1.382
H 1.771 -1.397 0.051
H 0.450 -2.457 -0.369
```

Results
- Frontier orbital gap (alpha / beta): 12.9 / 9.1 eV
- Charge: +1
- Expectation value of S²: 0.755
- LUMO level (alpha / beta): -0.1090 / -0.2726 hartree
- 2S+1: 2

=====

x:
This record from the Open Molecules 2025 dataset describes the ion C5H13N with charge +1. The level of theory is ωB97M-V/def2-TZVPD.

The geometry in XYZ format:
```
19
C5H13N ωB97M-V/def2-TZVPD
C -0.962 -0.894 -1.841
C 0.162 -0.399 -0.882
N -0.440 0.168 0.349
C 0.695 0.569 1.204
C 1.499 1.739 0.504
C -1.322 -0.771 1.032
H -1.691 -0.188 -2.223
H -1.417 -1.843 -1.529
H -0.447 -1.263 -2.745
H 0.915 -1.178 -0.720
H 0.777 0.244 -1.509
H 0.274 0.879 2.165
H 1.404 -0.247 1.318
H 1.732 2.527 1.247
H 2.501 1.372 0.244
H 0.980 2.372 -0.204
H -1.619 -0.454 2.027
H -2.269 -0.912 0.510
H -0.771 -1.718 1.052
```

Results
- Frontier orbital gap (alpha / beta): 13.8 / 8.4 eV
- Charge: +1
- Expectation value of S²: 0.754
- LUMO level (alpha / beta): -0.0980 / -0.2915 hartree
- 2S+1: 2

=====

The computed energies, referenced to the most stable structure and given in hartree, are w 0.0000; x 0.0336.

=====

w:
This record from the Open Molecules 2025 dataset describes a cluster of 3 separate species, C3H2 in total. The level of theory is ωB97M-V/def2-TZVPD.

The geometry in XYZ format:
```
5
C3H2 ωB97M-V/def2-TZVPD
C -0.769 2.144 -1.416
C -0.643 3.366 -1.820
C -1.324 1.003 -1.106
H 0.183 -0.377 0.796
H -0.339 0.246 0.137
```

Results
- Frontier orbital gap: 8.8 eV
- Charge: 0
- LUMO level: -0.0883 hartree
- 2S+1: 1

=====

x:
This record from the Open Molecules 2025 dataset describes the molecule C3H2. The level of theory is ωB97M-V/def2-TZVPD.

The geometry in XYZ format:
```
5
C3H2 ωB97M-V/def2-TZVPD
C 0.784 0.087 -0.013
C 2.095 -0.004 0.047
C -0.567 0.032 -0.024
H -1.036 -1.006 -0.096
H -1.276 0.890 0.086
```

Results
- Frontier orbital gap: 8.3 eV
- Charge: 0
- LUMO level: -0.0679 hartree
- 2S+1: 1

=====

The computed energies, referenced to the most stable structure and given in hartree, are w 0.1484; x 0.0000.

=====

w:
This record from the Open Molecules 2025 dataset describes the molecule C5H10N3P. The level of theory is ωB97M-V/def2-TZVPD.

The geometry in XYZ format:
```
19
C5H10N3P ωB97M-V/def2-TZVPD
C -0.344 1.986 0.748
N -0.459 0.608 0.411
N -1.582 0.036 0.247
C -1.610 -1.263 0.111
C -2.847 -2.038 -0.179
N -0.421 -1.920 0.180
C 0.651 -1.386 0.400
P 2.377 -1.318 0.499
C 2.666 -0.089 -0.860
H -1.260 2.372 1.208
H 0.489 2.094 1.445
H -0.126 2.581 -0.145
H -2.842 -2.959 0.401
H -3.717 -1.439 0.075
H -2.886 -2.299 -1.237
H 2.406 -0.401 1.563
H 3.726 0.142 -0.933
H 2.091 0.813 -0.674
H 2.343 -0.536 -1.799
```

Results
- Frontier orbital gap (alpha / beta): 7.9 / 7.9 eV
- Charge: 0
- LUMO level (alpha / beta): 0.0197 / 0.0197 hartree
- SMILES: C/N=N/C(C)=N\C#[PH]C
- 2S+1: 1

=====

x:
This record from the Open Molecules 2025 dataset describes the molecule C5H10N3P. The level of theory is ωB97M-V/def2-TZVPD.

The geometry in XYZ format:
```
19
C5H10N3P ωB97M-V/def2-TZVPD
C -0.620 -0.333 -3.005
P 0.992 0.119 -2.207
C 0.530 0.121 -0.441
N 0.808 1.314 0.336
C 0.328 0.985 1.517
C 0.500 1.846 2.718
N -0.149 -0.217 1.652
N -0.067 -0.751 0.420
C -0.406 -2.198 0.403
H -1.191 -1.002 -2.280
H -0.442 -0.694 -4.027
H -1.230 0.554 -3.108
H 0.986 1.507 -2.142
H -0.135 1.610 3.555
H 1.429 1.696 3.169
H 0.337 2.879 2.252
H -1.475 -2.305 0.547
H -0.266 -2.539 -0.601
H 0.071 -2.591 1.245
```

Results
- Frontier orbital gap: 9.4 eV
- Charge: 0
- LUMO level: 0.0292 hartree
- SMILES: CPc1nc(C)nn1C
- 2S+1: 1

=====

The computed energies, referenced to the most stable structure and given in hartree, are w 0.0702; x 0.0000.

=====

w:
This record from the Open Molecules 2025 dataset describes the ion C5H13N2S with charge -1. The level of theory is ωB97M-V/def2-TZVPD.

The geometry in XYZ format:
```
21
C5H13N2S ωB97M-V/def2-TZVPD
C 2.860 1.337 0.198
N 1.864 0.334 -0.193
C 0.750 0.226 0.764
C -0.381 -0.612 0.131
C -1.351 -1.222 1.158
S -1.676 -0.271 2.686
N -1.152 0.410 -0.697
C -1.868 -0.255 -1.846
H 3.447 1.595 -0.667
H 3.456 0.968 1.038
H 2.325 2.176 0.672
H 1.546 0.535 -1.126
H 1.136 -0.433 1.546
H 0.354 1.176 1.096
H 0.046 -1.414 -0.469
H -1.034 -2.246 1.427
H -2.294 -1.465 0.636
H -1.926 0.613 -0.058
H -1.615 -1.329 -1.888
H -1.571 0.088 -2.830
H -2.916 -0.212 -1.579
```

Results
- Frontier orbital gap: 6.2 eV
- Charge: -1
- LUMO level: 0.1376 hartree
- SMILES: CNC[C@@H](C[S-])NC
- 2S+1: 1

=====

x:
This record from the Open Molecules 2025 dataset describes the ion C5H13N2S with charge -1. The level of theory is ωB97M-V/def2-TZVPD.

The geometry in XYZ format:
```
21
C5H13N2S ωB97M-V/def2-TZVPD
C -2.567 2.168 -0.797
N -1.216 1.754 -1.131
C -0.680 0.660 -0.326
C 0.513 0.071 -1.072
N 1.106 -1.090 -0.467
C 0.991 -1.265 0.992
C 1.982 -2.306 1.502
S 1.844 -2.564 3.292
H -3.154 1.298 -0.502
H -2.647 3.014 -0.110
H -3.094 2.446 -1.711
H -0.595 2.551 -1.135
H -1.474 -0.045 -0.104
H -0.307 1.033 0.636
H 1.244 0.901 -1.124
H 0.184 -0.139 -2.091
H 1.975 -1.497 -0.775
H 1.165 -0.320 1.522
H -0.023 -1.539 1.248
H 2.959 -1.911 1.206
H 1.792 -3.222 0.948
```

Results
- Frontier orbital gap: 5.5 eV
- Charge: -1
- LUMO level: 0.1168 hartree
- SMILES: CNCCNCC[S-]
- 2S+1: 1

=====

The computed energies, referenced to the most stable structure and given in hartree, are w 0.0027; x 0.0000.

=====

w:
This record from the Open Molecules 2025 dataset describes a structure of composition C12H19NSi. The level of theory is ωB97M-V/def2-TZVPD.

The geometry in XYZ format:
```
33
C12H19NSi ωB97M-V/def2-TZVPD
C -4.898 0.918 0.136
C -4.030 0.462 1.196
C -4.353 0.816 -1.145
C -2.800 -0.066 0.926
C -3.198 0.190 -1.413
C -2.342 -0.186 -0.421
C 3.794 0.560 0.711
C 2.582 1.608 0.646
C 3.761 -0.392 -0.393
C 1.245 0.854 0.612
C 2.347 -1.098 -0.619
C 1.348 0.011 -0.699
N -0.669 -2.240 0.582
Si -0.809 -1.170 -0.830
H -5.867 1.402 0.258
H -4.471 0.784 2.189
H -5.034 1.128 -1.991
H -2.059 -0.200 1.662
H -2.937 0.029 -2.459
H 4.669 1.196 0.545
H 3.895 0.132 1.781
H 2.744 2.127 1.491
H 2.682 2.144 -0.348
H 3.968 0.165 -1.306
H 4.544 -1.202 -0.355
H 1.260 0.098 1.406
H 0.537 1.621 0.835
H 2.354 -1.671 -1.471
H 2.058 -1.857 0.155
H 1.537 0.613 -1.556
H -1.371 -2.855 0.887
H 0.163 -2.113 1.160
H -0.645 -1.807 -2.172
```

Results
- Frontier orbital gap: 8.6 eV
- Charge: 0
- LUMO level: 0.0294 hartree
- 2S+1: 1

=====

x:
This record from the Open Molecules 2025 dataset describes the molecule C12H19NSi. The level of theory is ωB97M-V/def2-TZVPD.

The geometry in XYZ format:
```
33
C12H19NSi ωB97M-V/def2-TZVPD
C 2.790 2.477 0.998
C 3.133 1.291 1.702
C 2.048 2.451 -0.194
C 2.613 0.092 1.263
C 1.488 1.213 -0.607
C 1.636 0.120 0.254
C 0.540 1.011 -1.721
C -0.154 -0.835 -1.014
C 1.719 -2.136 -0.444
C -2.986 0.834 -0.802
C -1.604 -0.151 1.734
C -3.109 -2.052 -0.490
N 0.900 -1.065 -0.047
Si -1.854 -0.555 -0.154
H 3.027 3.388 1.508
H 3.613 1.632 2.670
H 1.699 3.347 -0.725
H 2.996 -0.897 1.646
H -0.477 1.534 -1.629
H 0.910 0.822 -2.786
H -0.112 -1.423 -1.859
H 1.990 -2.639 0.515
H 1.255 -2.915 -1.014
H 2.498 -1.772 -1.010
H -3.073 0.897 -1.898
H -3.938 0.853 -0.314
H -2.448 1.741 -0.527
H -0.564 -0.339 2.107
H -2.077 0.784 1.934
H -2.244 -0.702 2.393
H -3.815 -1.709 -1.141
H -2.676 -3.059 -0.835
H -3.724 -2.237 0.486
```

Results
- Frontier orbital gap: 8.6 eV
- Charge: 0
- LUMO level: 0.0324 hartree
- 2S+1: 1

=====

The computed energies, referenced to the most stable structure and given in hartree, are w 0.0000; x 0.0410.

=====

w:
This record from the Open Molecules 2025 dataset describes the ion C6H13N with charge -1. The level of theory is ωB97M-V/def2-TZVPD.

The geometry in XYZ format:
```
20
C6H13N ωB97M-V/def2-TZVPD
C -2.081 -0.438 1.889
C -1.162 0.505 1.131
N -0.229 -0.049 0.201
C -0.437 0.008 -1.227
C 0.953 -0.004 -1.930
C 1.949 0.146 -0.744
C 1.187 -0.191 0.504
H -1.571 -0.854 2.759
H -2.449 -1.238 1.254
H -2.918 0.089 2.360
H -1.711 1.318 0.639
H -0.594 1.140 1.829
H -1.018 0.860 -1.605
H -0.983 -0.914 -1.519
H 1.067 -1.003 -2.344
H 1.099 0.776 -2.663
H 2.348 1.165 -0.714
H 2.817 -0.461 -1.031
H 1.322 -1.203 0.916
H 1.570 0.483 1.291
```

Results
- Frontier orbital gap (alpha / beta): 2.8 / 8.5 eV
- Charge: -1
- Expectation value of S²: 0.750
- LUMO level (alpha / beta): 0.1565 / 0.1600 hartree
- 2S+1: 2

=====

x:
This record from the Open Molecules 2025 dataset describes a cluster of 2 separate species, C6H13N in total. The level of theory is ωB97M-V/def2-TZVPD.

The geometry in XYZ format:
```
20
C6H13N ωB97M-V/def2-TZVPD
C 0.078 1.903 -1.103
C -1.106 1.051 -1.529
C -0.641 -0.157 -2.256
C -0.631 -1.429 -1.867
H 0.758 2.020 -1.956
H -0.183 2.903 -0.759
H 0.639 1.412 -0.305
H -1.729 1.656 -2.204
H -1.733 0.801 -0.671
H -0.051 0.033 -3.156
H -0.169 -2.163 -2.514
H -0.980 -1.752 -0.893
C 1.471 -1.059 1.748
C -0.262 -0.336 3.175
N 0.303 -0.236 1.965
H 1.323 -1.637 0.823
H 1.664 -1.752 2.578
H 2.350 -0.416 1.584
H -1.170 0.219 3.408
H 0.069 -1.064 3.932
```

Results
- Frontier orbital gap (alpha / beta): 2.8 / 7.0 eV
- Charge: -1
- Expectation value of S²: 0.754
- LUMO level (alpha / beta): 0.1405 / 0.1400 hartree
- 2S+1: 2

=====

The computed energies, referenced to the most stable structure and given in hartree, are w 0.0000; x 0.0260.